Computed, not measured: a 13-piece molecular cluster, C16H58N16O13 overall at a distorted geometry, with ωB97M-V/def2-TZVPD.

Cartesian coordinates (Å):
C -2.322 2.365 -1.981
C -0.848 2.385 -2.311
O -0.255 3.201 -1.348
H -2.701 3.374 -1.679
H -2.512 1.595 -1.235
H -3.009 2.148 -2.709
H -0.684 2.836 -3.295
H -0.447 1.420 -2.251
H -0.153 4.037 -1.777
C 0.405 -3.175 -1.843
C 1.078 -4.312 -1.236
O 0.270 -5.279 -0.704
H 1.212 -2.806 -2.317
H -0.113 -2.565 -1.116
H -0.352 -3.449 -2.613
H 1.521 -3.880 -0.353
H 1.849 -4.804 -1.776
H 0.744 -5.909 -0.112
C -3.704 2.831 2.944
C -3.191 2.186 1.724
O -2.734 3.136 0.871
H -3.778 2.070 3.755
H -4.691 3.264 2.925
H -2.914 3.431 3.366
H -3.945 1.552 1.190
H -2.325 1.553 1.924
H -2.217 2.613 0.287
C -1.364 -0.492 4.710
O -1.617 -1.628 3.975
N -0.171 -0.226 5.095
N -2.257 0.363 5.040
H 0.590 -0.771 4.631
H -0.059 0.604 5.759
H -3.221 0.209 4.733
H -2.006 1.391 5.296
C 2.768 -0.476 -3.303
O 2.305 -1.349 -4.265
N 2.022 -0.126 -2.279
N 4.016 -0.088 -3.151
H 1.117 -0.569 -2.452
H 2.151 0.922 -1.992
H 4.824 -0.163 -3.765
H 4.171 0.587 -2.398
C 1.947 -1.735 2.739
O 1.336 -2.525 1.764
N 2.790 -0.802 2.394
N 1.893 -1.892 4.051
H 3.219 -0.736 1.459
H 3.063 0.033 3.066
H 1.324 -2.681 4.395
H 2.617 -1.591 4.792
C -0.821 -0.026 -4.577
O -0.634 -0.902 -3.526
N -1.841 0.730 -4.675
N 0.097 0.116 -5.459
H -2.633 0.711 -4.015
H -2.011 1.441 -5.393
H 0.968 -0.425 -5.202
H 0.101 0.790 -6.207
C -3.582 -0.898 -1.758
O -3.943 -0.343 -2.999
N -4.325 -1.066 -0.704
N -2.474 -1.455 -1.514
H -5.375 -0.781 -0.818
H -4.067 -1.584 0.114
H -2.191 -1.124 -0.546
H -1.749 -1.311 -2.276
C 3.352 1.996 -0.717
O 3.103 1.553 0.556
N 4.549 1.859 -1.249
N 2.406 2.347 -1.534
H 5.170 1.415 -0.576
H 4.907 2.464 -2.096
H 1.484 2.540 -1.064
H 2.591 2.723 -2.507
C 3.962 -2.446 -0.419
O 4.126 -3.594 0.344
N 2.840 -1.762 -0.432
N 4.813 -1.962 -1.283
H 2.104 -2.163 0.095
H 2.625 -1.049 -1.174
H 5.651 -2.594 -1.510
H 4.734 -1.182 -1.972
C 0.500 2.302 2.781
O -0.405 3.075 3.550
N 1.302 2.795 1.951
N 0.618 1.036 2.866
H 0.899 3.664 1.575
H 1.926 2.285 1.277
H 0.169 0.656 3.727
H 1.267 0.302 2.532
C -4.344 -0.887 2.311
O -3.528 -1.963 1.856
H -4.819 -0.418 1.460
H -3.744 -0.177 2.750
H -5.171 -1.165 2.920
H -2.684 -2.003 2.334
C -0.066 0.092 0.135
O -1.145 -0.261 0.961
H -0.314 -0.346 -0.814
H 0.877 -0.368 0.523
H 0.026 1.158 -0.053
H -0.904 0.155 1.780

Properties
Orbital gap (eV): 7.1


Computed, not measured: a 15-piece molecular cluster, C16H62N14O15 overall at a distorted geometry, with ωB97M-V/def2-TZVPD.

Cartesian coordinates (Å):
C 3.921 -1.067 -2.024
C 3.997 -1.761 -0.714
O 5.152 -1.496 -0.001
H 2.960 -1.143 -2.535
H 4.781 -1.303 -2.654
H 3.967 -0.014 -1.939
H 3.796 -2.810 -0.905
H 3.105 -1.385 -0.122
H 4.916 -0.911 0.738
C -0.016 0.274 -0.671
O 1.111 0.636 -1.395
N -1.121 0.980 -0.640
N -0.065 -0.837 0.039
H -1.025 1.900 -1.200
H -2.023 0.829 -0.092
H 0.590 -1.597 -0.194
H -0.928 -1.122 0.527
C -4.866 3.632 1.082
O -5.090 4.224 -0.132
N -5.923 3.245 1.719
N -3.757 3.191 1.626
H -6.779 3.639 1.336
H -5.929 2.830 2.651
H -2.807 3.413 1.147
H -3.730 2.787 2.544
C 2.714 3.189 -3.103
O 3.710 4.145 -3.406
N 1.636 3.044 -3.853
N 2.805 2.423 -2.096
H 1.424 3.645 -4.665
H 1.133 2.149 -3.807
H 3.707 2.388 -1.644
H 2.110 1.652 -1.888
C -0.058 -0.630 -4.367
O -0.028 0.796 -4.426
N -0.508 -1.418 -5.271
N 0.423 -1.221 -3.288
H -1.022 -0.919 -6.014
H -0.100 -2.332 -5.469
H 0.690 -0.639 -2.427
H 0.540 -2.201 -3.112
C 1.418 -0.774 3.259
O 0.837 0.425 3.568
N 1.095 -1.490 2.248
N 2.363 -1.267 3.990
H 0.637 -1.100 1.341
H 1.403 -2.503 2.261
H 2.736 -0.724 4.793
H 2.702 -2.229 3.851
C -3.032 -0.268 1.607
O -2.923 -0.134 3.043
N -3.378 0.683 0.782
N -2.650 -1.349 0.949
H -3.556 1.690 1.125
H -3.894 0.436 -0.085
H -2.281 -2.234 1.388
H -2.785 -1.404 -0.059
C -0.919 -2.874 4.605
O -1.570 -2.766 5.767
N -0.296 -3.951 4.363
N -1.071 -1.969 3.607
H -0.184 -4.601 5.214
H 0.390 -4.137 3.534
H -1.838 -1.271 3.755
H -0.295 -1.803 2.907
C -0.525 2.795 2.023
O -1.161 3.836 1.251
H 0.199 2.260 1.476
H -1.426 2.183 2.376
H -0.078 3.300 2.886
H -0.443 4.319 0.840
C -1.917 -2.811 -1.848
O -2.609 -1.667 -2.168
H -1.382 -3.148 -2.638
H -2.734 -3.540 -1.601
H -1.145 -2.662 -1.133
H -2.095 -1.106 -2.779
C -2.077 -4.974 1.091
O -1.372 -3.751 1.234
H -2.663 -5.097 1.939
H -1.391 -5.834 1.139
H -2.690 -5.042 0.222
H -0.531 -3.927 1.652
C 3.382 1.119 1.128
O 4.115 0.151 1.922
H 3.956 1.879 0.586
H 2.529 1.508 1.709
H 2.845 0.723 0.296
H 3.445 -0.359 2.383
C 1.338 -4.464 -1.470
O 1.306 -3.359 -0.654
H 2.046 -5.203 -1.142
H 1.557 -4.257 -2.486
H 0.313 -4.844 -1.375
H 1.205 -3.604 0.293
C 1.369 5.299 -0.011
O 1.681 3.940 0.183
H 2.096 5.628 -0.800
H 1.354 5.994 0.859
H 0.395 5.246 -0.538
H 1.580 3.492 -0.680
C -1.495 3.595 -2.213
O -0.190 3.405 -1.810
H -2.099 3.587 -1.245
H -1.783 2.705 -2.731
H -1.639 4.441 -2.841
H 0.464 3.628 -2.486

Properties
Orbital gap (eV): 6.9


Computed, not measured: C16H6Cl5N2O5Pt as an isolated structure at a distorted geometry, with ωB97M-V/def2-TZVPD.

Cartesian coordinates (Å):
Pt 1.239 0.267 0.583
Cl 3.988 1.284 1.766
C 3.637 -0.336 2.256
C 2.437 -0.871 1.781
C 2.172 -2.184 2.179
Cl 0.723 -2.925 1.644
C 3.039 -2.909 2.989
Cl 2.659 -4.518 3.449
C 4.223 -2.333 3.436
Cl 5.295 -3.219 4.445
C 4.527 -1.026 3.065
Cl 5.986 -0.293 3.610
O -4.002 -0.381 -2.251
C -3.061 -0.683 -1.524
C -1.806 -1.350 -1.970
O -1.613 -1.829 -3.078
C -0.851 -1.203 -0.862
C -1.528 -0.612 0.278
O -0.943 -0.247 1.323
C -2.917 -0.311 -0.092
O -3.772 0.244 0.589
O 0.391 -1.341 -0.946
N -3.267 2.423 -2.834
C -2.105 2.240 -2.141
C -1.956 2.692 -0.823
C -0.816 2.369 -0.124
N 0.202 1.684 -0.656
C 0.122 1.373 -1.955
C -0.987 1.631 -2.726
H -4.088 2.542 -2.260
H -3.419 1.772 -3.592
H -2.758 3.226 -0.341
H -0.712 2.651 0.915
H 0.973 0.848 -2.371
H -1.012 1.325 -3.761

Properties
Net charge: -1
Orbital gap (spin up / spin down) (eV): 5.5 / 5.5


Computed, not measured: a 19-piece molecular cluster, C16H70O27 overall at a distorted geometry, with ωB97M-V/def2-TZVPD.

Cartesian coordinates (Å):
O -2.197 -1.979 1.878
H -2.398 -2.126 0.971
H -2.033 -2.853 2.095
O -0.688 0.151 -3.680
H -0.859 -0.200 -4.518
H -0.321 1.003 -3.861
O 3.457 0.656 -1.636
H 2.659 0.338 -2.028
H 4.091 0.884 -2.322
O 3.858 0.215 1.673
H 3.381 -0.345 1.055
H 4.142 -0.396 2.324
O 1.849 -1.397 -2.336
H 2.431 -1.635 -1.618
H 1.071 -1.921 -2.245
O -3.718 0.797 -0.046
H -4.434 1.041 -0.639
H -3.574 -0.124 -0.043
O -0.781 5.316 1.516
H -0.677 5.925 2.226
H -1.296 4.531 1.776
O 1.035 -2.306 2.942
H 0.417 -3.045 2.774
H 0.844 -2.128 3.829
O 1.143 4.458 3.360
H 0.682 4.628 2.545
H 0.503 4.521 4.090
O 3.120 2.495 0.475
H 3.301 1.925 -0.329
H 2.111 2.642 0.476
O 1.611 3.428 -2.308
H 0.976 3.972 -1.845
H 2.333 4.046 -2.218
C -4.731 3.164 2.284
C -3.434 3.570 1.560
O -2.493 2.543 1.570
O -5.537 4.391 2.092
H -4.492 2.851 3.273
H -5.047 2.328 1.638
H -3.131 4.388 2.189
H -3.573 3.937 0.563
H -2.958 1.875 0.975
H -5.645 4.797 2.991
C -3.877 4.310 -2.539
C -3.037 3.115 -2.239
O -1.698 3.648 -2.224
O -5.208 3.819 -2.726
H -3.461 4.643 -3.477
H -3.602 5.004 -1.817
H -3.056 2.273 -2.868
H -3.257 2.621 -1.373
H -1.610 3.907 -3.123
H -5.374 3.223 -1.994
C 1.121 -4.477 -3.866
C -0.124 -3.592 -3.749
O -0.318 -2.908 -2.569
O 1.210 -5.162 -5.066
H 1.278 -5.221 -3.054
H 1.916 -3.743 -3.771
H -0.969 -4.249 -3.772
H -0.184 -3.009 -4.643
H -0.993 -2.211 -2.758
H 2.120 -5.434 -5.217
C 0.293 0.794 4.968
C -0.697 1.435 3.948
O -1.813 1.693 4.747
O 1.412 0.216 4.360
H -0.143 0.010 5.565
H 0.621 1.602 5.706
H -1.092 0.662 3.263
H -0.272 2.177 3.313
H -2.235 0.854 4.890
H 1.765 -0.434 4.940
C 6.079 -2.407 2.970
C 4.778 -3.118 3.094
O 3.739 -2.151 3.304
O 6.950 -3.446 2.515
H 6.540 -2.052 3.886
H 6.095 -1.495 2.373
H 4.920 -3.743 3.907
H 4.563 -3.691 2.243
H 2.893 -2.602 3.165
H 6.473 -3.869 1.795
C -3.771 -1.901 -4.141
C -3.943 -0.926 -3.015
O -2.724 -0.714 -2.331
O -2.861 -1.498 -5.168
H -4.776 -2.221 -4.485
H -3.546 -2.828 -3.696
H -4.724 -1.354 -2.332
H -4.330 0.008 -3.377
H -2.215 -0.077 -2.835
H -2.578 -2.282 -5.629
C 0.036 1.384 -0.398
C -0.030 0.041 0.350
O 1.253 -0.178 0.950
O 0.225 2.380 0.581
H -0.723 1.440 -1.147
H 0.890 1.472 -1.055
H -0.061 -0.794 -0.292
H -0.918 0.146 0.966
H 1.185 -0.930 1.516
H -0.607 2.702 0.864
C 2.356 -3.968 0.427
C 3.562 -3.490 -0.452
O 3.852 -2.223 -0.020
O 2.021 -5.172 -0.133
H 1.560 -3.201 0.472
H 2.640 -4.163 1.454
H 3.490 -3.646 -1.539
H 4.504 -4.009 -0.179
H 4.663 -1.866 -0.375
H 2.811 -5.523 -0.589

Properties
Orbital gap (eV): 7.5


Computed, not measured: C16H9Cl2N4O4Zn as an isolated structure at a distorted geometry, with ωB97M-V/def2-TZVPD.

Cartesian coordinates (Å):
N -1.112 4.934 1.803
C -0.913 3.782 1.912
C -0.774 2.360 2.024
C -1.754 1.507 1.485
C -1.721 0.156 1.810
N -2.778 -0.763 1.781
O -3.846 -0.830 1.187
O -2.391 -1.771 2.710
N -1.145 -1.564 3.194
C -0.718 -0.412 2.589
C 0.469 0.404 2.776
N 1.769 -0.194 2.908
O 2.000 -1.317 2.324
O 2.609 0.347 3.631
C 0.317 1.801 2.723
H -2.582 1.869 0.897
H 1.121 2.440 3.111
Cl 3.348 -2.325 -1.039
Zn 1.658 -2.334 0.316
Cl -0.428 -2.794 0.336
C -0.381 0.637 -3.151
C -0.148 1.567 -2.115
C -1.380 1.784 -1.434
C -2.345 0.837 -1.933
C -1.729 0.157 -3.059
C -2.462 -0.771 -3.810
C -3.760 -1.089 -3.424
C -4.310 -0.519 -2.262
C -3.632 0.458 -1.532
H 0.309 0.290 -3.913
H 0.789 2.069 -1.874
H -1.623 2.621 -0.775
H -2.016 -1.218 -4.689
H -4.359 -1.783 -4.005
H -5.283 -0.864 -1.916
H -4.065 0.915 -0.634

Properties
Net charge: -3
Orbital gap (eV): 2.8


Computed, not measured: C17H10AuINO4 as an isolated structure, with ωB97M-V/def2-TZVPD.

Cartesian coordinates (Å):
Au -0.271 0.203 0.000
O 0.253 5.274 0.000
C 0.164 3.949 0.000
O 1.132 3.234 0.000
C -1.259 3.487 0.000
C -2.251 4.452 0.000
C -3.583 4.069 0.000
C -3.872 2.727 0.000
C -2.826 1.815 0.000
N -1.534 2.164 0.000
C -3.168 0.354 0.001
O -4.301 -0.037 0.001
O -2.140 -0.472 0.001
H 1.193 5.518 -0.001
H -1.975 5.494 -0.001
H -4.369 4.812 -0.001
H -4.882 2.341 0.000
I 2.214 0.765 0.002
C 2.783 -1.218 0.001
C 4.097 -1.575 0.000
C 4.419 -2.949 0.000
C 3.421 -3.879 0.000
C 2.055 -3.505 0.000
C 1.025 -4.475 0.000
C -0.278 -4.093 0.000
C -0.638 -2.721 0.000
C 0.334 -1.771 0.000
C 1.714 -2.128 0.000
H 4.885 -0.833 0.001
H 5.457 -3.251 0.000
H 3.659 -4.935 -0.001
H 1.296 -5.523 -0.001
H -1.070 -4.828 0.000
H -1.684 -2.464 0.000

Properties
Net charge: +1
Orbital gap (eV): 7.0


Computed, not measured: C17H10FeN2O2S2SbSe4 as an isolated structure at a distorted geometry, with ωB97M-V/def2-TZVPD.

Cartesian coordinates (Å):
Fe -0.066 -0.171 0.435
Se -0.111 -5.338 3.892
Sb 1.709 -4.025 3.089
Se 1.361 -1.672 1.730
Se 2.191 0.803 0.681
Se 3.740 -5.222 2.697
O -3.805 1.122 1.701
C -2.638 0.970 1.354
O -2.000 -0.117 1.175
C -1.787 2.213 1.126
C -2.147 3.476 1.602
C -1.210 4.478 1.548
C 0.052 4.239 0.972
C 1.127 5.177 1.021
C 2.382 4.823 0.537
C 2.597 3.621 -0.101
C 1.554 2.628 -0.236
C 0.269 2.974 0.397
N -0.624 1.992 0.543
H -3.124 3.603 2.046
H -1.415 5.452 1.982
H 0.958 6.148 1.470
H 3.202 5.528 0.626
H 3.574 3.389 -0.504
H 1.435 2.194 -1.229
S -0.489 0.969 -2.603
C -0.502 -0.707 -2.445
N -0.318 -1.412 -1.340
C -0.403 -2.783 -1.561
C -0.322 -3.783 -0.594
C -0.407 -5.110 -0.975
C -0.599 -5.465 -2.311
C -0.721 -4.483 -3.280
C -0.623 -3.152 -2.897
S -0.751 -1.719 -3.869
H -0.210 -3.511 0.444
H -0.320 -5.877 -0.216
H -0.666 -6.509 -2.590
H -0.894 -4.744 -4.317

Properties
Net charge: -2
Orbital gap (spin up / spin down) (eV): 5.3 / 5.5
Multiplicity: 6